Record 1
Density functional theory data (ωB97M-V/def2-TZVPD) for 9 unconnected molecules or ions with the total composition C34H68O28S at a distorted geometry.

Results
**Gap between HOMO and LUMO**: 10.49 eV
**Structure (SMILES)**: O=S1(=O)OCCO1.CCOC(=O)OC.CCOC(=O)OC.CCOC(=O)OC.CCOC(=O)OC.CCOC(=O)OC.CCOC(=O)OC.CCOC(=O)OC.CCOC(=O)OC
**Max |F|**: 5.10 eV/A
**Electronic energy**: -104520.061 eV
**Energy relative to the best compared isomer or geometry (same formula, charge and spin)**: 494.16 kJ/mol

Each line ends with the Löwdin charge.
CARTESIAN COORDINATES (ANGSTROEM)
C: 8.005 5.306 1.774  -0.074
C: 7.651 3.905 1.361  -0.216
O: 8.058 2.978 2.372  0.034
C: 8.338 1.689 2.106  -0.540
O: 8.397 1.105 1.023  0.096
O: 8.518 1.045 3.273  -0.007
C: 8.607 -0.375 3.378  -0.047
H: 9.071 5.336 1.998  0.078
H: 7.501 5.779 2.617  0.079
H: 8.040 6.022 0.952  0.078
H: 7.857 3.642 0.323  0.129
H: 6.563 3.865 1.400  0.119
H: 9.030 -0.818 2.477  0.088
H: 7.617 -0.813 3.509  0.092
H: 9.201 -0.822 4.175  0.090
C: 4.270 4.716 -4.883  -0.065
C: 3.105 4.610 -5.862  -0.213
O: 3.419 5.335 -7.050  0.028
C: 2.578 5.412 -8.075  -0.561
O: 1.548 4.762 -8.162  0.110
O: 3.177 6.068 -9.106  -0.011
C: 2.452 6.203 -10.346  -0.045
H: 4.322 5.724 -4.470  0.078
H: 5.146 4.421 -5.461  0.078
H: 4.308 3.969 -4.091  0.076
H: 2.248 5.078 -5.377  0.123
H: 2.900 3.563 -6.084  0.129
H: 2.138 5.256 -10.784  0.094
H: 3.134 6.735 -11.010  0.090
H: 1.564 6.835 -10.325  0.091
C: -5.624 -8.373 -5.701  -0.060
C: -5.062 -8.114 -4.297  -0.246
O: -3.886 -7.326 -4.326  0.016
C: -3.283 -6.916 -3.163  -0.480
O: -3.680 -7.263 -2.004  0.054
O: -2.209 -6.154 -3.511  -0.033
C: -1.177 -5.800 -2.481  0.015
H: -5.102 -9.131 -6.286  0.075
H: -5.790 -7.398 -6.158  0.079
H: -6.641 -8.757 -5.619  0.071
H: -4.874 -9.033 -3.741  0.118
H: -5.867 -7.806 -3.630  0.121
H: -0.388 -5.172 -2.895  0.088
H: -0.668 -6.723 -2.203  0.090
H: -1.767 -5.363 -1.675  0.091
C: -12.636 -2.560 -2.095  -0.074
C: -11.187 -3.051 -2.035  -0.220
O: -10.383 -2.331 -2.961  0.006
C: -9.053 -2.571 -3.122  -0.463
O: -8.394 -3.453 -2.504  0.071
O: -8.533 -1.473 -3.787  -0.020
C: -7.108 -1.263 -3.844  -0.054
H: -13.027 -2.691 -3.104  0.078
H: -12.689 -1.505 -1.824  0.075
H: -13.278 -3.068 -1.377  0.078
H: -11.301 -4.075 -2.390  0.125
H: -10.824 -2.912 -1.016  0.130
H: -6.603 -1.896 -4.575  0.088
H: -6.509 -1.534 -2.975  0.088
H: -6.833 -0.243 -4.114  0.091
C: 2.046 6.011 4.980  -0.061
C: 3.234 5.483 5.771  -0.254
O: 2.876 4.363 6.520  0.026
C: 2.867 3.155 5.913  -0.552
O: 3.023 2.934 4.749  0.138
O: 2.583 2.287 6.932  -0.014
C: 2.159 0.924 6.683  -0.027
H: 1.918 5.252 4.209  0.070
H: 2.253 6.969 4.504  0.080
H: 1.230 6.114 5.696  0.086
H: 3.394 6.309 6.464  0.119
H: 4.154 5.351 5.202  0.129
H: 2.463 0.620 5.681  0.082
H: 1.075 0.821 6.633  0.087
H: 2.603 0.222 7.389  0.093
C: -4.030 -1.715 1.825  -0.056
C: -4.873 -1.495 3.097  -0.206
O: -4.752 -0.231 3.797  -0.006
C: -3.594 0.190 4.417  -0.410
O: -2.528 -0.445 4.321  0.083
O: -3.896 1.390 5.169  -0.053
C: -3.027 1.908 6.119  -0.092
H: -3.916 -0.778 1.281  0.075
H: -4.614 -2.448 1.268  0.080
H: -3.015 -1.987 2.114  0.067
H: -4.813 -2.354 3.766  0.121
H: -5.940 -1.540 2.881  0.116
H: -2.486 1.078 6.574  0.095
H: -3.526 2.462 6.914  0.091
H: -2.451 2.690 5.624  0.094
C: 4.693 -5.569 1.501  -0.084
C: 4.540 -6.413 2.745  -0.228
O: 5.595 -7.372 2.844  0.005
C: 5.594 -8.296 3.876  -0.456
O: 4.656 -8.397 4.729  0.051
O: 6.692 -9.118 3.718  -0.027
C: 6.902 -10.126 4.800  -0.004
H: 4.143 -4.632 1.585  0.078
H: 4.391 -6.061 0.576  0.079
H: 5.692 -5.185 1.296  0.075
H: 3.540 -6.781 2.514  0.124
H: 4.586 -5.855 3.680  0.128
H: 5.985 -10.297 5.364  0.082
H: 7.631 -9.703 5.492  0.090
H: 7.235 -11.061 4.350  0.089
C: -0.392 6.600 -0.745  -0.061
C: -1.561 6.675 -1.732  -0.175
O: -2.417 5.495 -1.814  0.060
C: -3.164 5.214 -0.801  -0.596
O: -3.292 5.825 0.238  0.112
O: -3.864 4.052 -1.089  -0.036
C: -4.776 3.418 -0.165  -0.037
H: 0.305 5.802 -0.997  0.077
H: -0.831 6.400 0.232  0.067
H: 0.067 7.583 -0.633  0.082
H: -1.106 6.805 -2.714  0.118
H: -2.187 7.554 -1.579  0.125
H: -4.399 3.415 0.858  0.090
H: -5.044 2.426 -0.527  0.087
H: -5.714 3.970 -0.217  0.089
C: 1.090 0.216 0.451  -0.178
C: 1.385 1.642 0.033  -0.201
O: 1.323 1.697 -1.363  -0.198
S: 0.858 0.228 -2.058  0.726
O: 1.714 -0.158 -3.173  -0.235
O: -0.586 0.115 -2.239  -0.245
O: 1.253 -0.552 -0.719  -0.197
H: 0.068 0.057 0.795  0.128
H: 1.691 -0.004 1.334  0.135
H: 2.325 1.981 0.467  0.132
H: 0.575 2.298 0.353  0.131

Atoms 1-3, force components in eV/Å:
C 2.086 0.689 -0.270
C -2.230 0.212 -0.009
O 0.960 -0.999 0.136

Record 2
Density functional theory data (ωB97M-V/def2-TZVPD) for 12 unconnected molecules or ions with the total composition C34H70NO22 at a distorted geometry.

Results
**Gap between HOMO and LUMO**: 5.04 eV
**Max |F|**: 8.81 eV/A
**Net charge**: +1
**Electronic energy**: -82912.158 eV

Each line ends with the Löwdin charge.
CARTESIAN COORDINATES (ANGSTROEM)
C: 2.331 -0.101 -2.247  0.004
C: 1.167 0.513 -1.285  -0.349
C: 0.141 1.257 -2.198  -0.127
C: -1.067 1.653 -1.366  -0.183
C: -1.871 0.392 -1.049  -0.118
C: -1.041 -0.609 -0.097  -0.372
N: 0.428 -0.761 -0.628  0.134
O: 1.113 -1.841 -0.233  0.189
C: -1.803 -1.941 -0.254  -0.024
C: -0.887 -0.066 1.356  0.020
C: 1.833 1.469 -0.313  -0.012
H: 2.746 0.594 -2.976  0.095
H: 1.843 -0.889 -2.820  0.079
H: 3.234 -0.376 -1.701  0.085
H: -0.187 0.799 -3.132  0.129
H: 0.609 2.170 -2.567  0.130
H: -1.835 2.290 -1.803  0.124
H: -0.748 2.166 -0.458  0.108
H: -2.121 -0.118 -1.979  0.114
H: -2.823 0.673 -0.598  0.129
H: -1.365 -2.833 0.195  0.088
H: -2.044 -2.116 -1.302  0.088
H: -2.785 -1.964 0.218  0.102
H: -0.445 -0.921 1.868  0.098
H: -1.785 0.259 1.883  0.110
H: -0.253 0.812 1.475  0.069
H: 2.137 2.359 -0.864  0.116
H: 2.747 1.097 0.148  0.101
H: 1.155 1.772 0.486  0.067
C: 8.139 2.773 2.639  -0.115
C: 7.697 1.360 2.318  -0.145
O: 7.516 1.289 0.933  0.082
C: 7.763 2.492 0.422  -0.578
O: 7.789 2.718 -0.797  0.112
O: 8.107 3.309 1.361  0.106
H: 9.141 2.540 2.999  0.136
H: 7.483 3.221 3.385  0.139
H: 6.714 1.190 2.758  0.128
H: 8.434 0.632 2.656  0.135
C: 2.692 -1.768 7.038  -0.092
C: 4.225 -2.115 7.153  -0.158
O: 4.518 -2.778 5.980  0.023
C: 3.416 -2.617 5.080  -0.451
O: 3.562 -2.944 3.897  0.107
O: 2.339 -2.069 5.690  0.065
H: 2.521 -0.713 7.252  0.126
H: 2.149 -2.375 7.763  0.128
H: 4.537 -2.781 7.958  0.131
H: 4.848 -1.223 7.215  0.122
C: -8.668 -3.466 -3.109  -0.120
C: -7.339 -2.567 -2.974  -0.026
O: -6.343 -3.639 -2.888  0.092
C: -6.841 -4.773 -2.703  -0.671
O: -6.229 -5.722 -2.332  0.164
O: -8.182 -4.710 -2.801  0.065
H: -9.026 -3.500 -4.138  0.129
H: -9.412 -3.052 -2.429  0.129
H: -7.360 -1.894 -2.117  0.120
H: -7.117 -1.987 -3.869  0.119
C: -7.259 4.741 0.961  -0.119
C: -5.851 4.523 1.545  -0.184
O: -6.182 3.973 2.710  0.065
C: -7.486 3.634 2.855  -0.548
O: -8.002 3.152 3.825  0.173
O: -8.105 3.912 1.714  0.085
H: -7.282 4.340 -0.053  0.132
H: -7.516 5.796 1.055  0.135
H: -5.450 5.532 1.635  0.133
H: -5.241 3.847 0.945  0.129
C: -4.507 -6.017 2.858  -0.130
C: -3.363 -6.209 3.791  -0.195
O: -3.182 -4.943 4.241  0.032
C: -4.311 -4.127 4.031  -0.448
O: -4.567 -3.110 4.717  0.106
O: -5.076 -4.771 3.149  0.077
H: -5.158 -6.891 2.878  0.146
H: -4.060 -5.767 1.895  0.138
H: -2.460 -6.649 3.368  0.140
H: -3.618 -6.808 4.665  0.135
O: 0.131 6.313 -3.046  -0.057
H: -0.308 6.157 -3.882  0.027
H: -0.507 6.804 -2.527  0.010
C: 0.355 8.422 1.292  -0.085
C: -0.787 7.391 1.067  -0.299
O: -1.478 7.660 -0.152  -0.077
H: 0.159 9.488 1.178  0.068
H: 1.117 8.304 0.521  0.065
H: 1.007 8.454 2.166  0.065
H: -1.435 7.327 1.941  0.097
H: -0.417 6.366 1.082  0.102
H: -2.122 8.340 0.058  0.085
C: 4.705 -1.066 -8.294  -0.097
C: 3.204 -0.963 -8.401  -0.283
O: 2.996 0.234 -9.219  -0.115
H: 5.183 -0.158 -7.927  0.073
H: 5.148 -1.163 -9.285  0.080
H: 5.077 -1.888 -7.682  0.071
H: 2.675 -0.829 -7.457  0.094
H: 2.600 -1.672 -8.967  0.111
H: 3.361 0.987 -8.748  0.066
C: -1.242 5.667 5.875  -0.095
C: -0.297 4.633 5.251  -0.308
O: -1.071 3.574 4.705  -0.106
H: -1.668 5.366 6.831  0.071
H: -2.046 5.875 5.169  0.073
H: -0.670 6.545 6.177  0.072
H: 0.348 4.175 6.001  0.105
H: 0.299 5.212 4.545  0.104
H: -1.927 3.297 5.040  0.085
C: 5.436 -5.171 -1.047  -0.090
C: 6.364 -6.326 -0.671  -0.325
O: 7.497 -6.171 -1.486  -0.085
H: 4.784 -5.055 -0.181  0.061
H: 4.747 -5.379 -1.866  0.072
H: 5.895 -4.186 -1.126  0.070
H: 5.864 -7.281 -0.832  0.110
H: 6.702 -6.488 0.352  0.108
H: 7.933 -5.385 -1.147  0.080
C: -0.904 -4.902 -5.604  -0.073
C: 0.052 -3.636 -5.582  -0.301
O: -0.347 -2.471 -4.861  -0.096
H: -0.496 -5.786 -6.093  0.070
H: -1.859 -4.720 -6.096  0.062
H: -1.122 -5.218 -4.584  0.063
H: 0.189 -3.350 -6.625  0.098
H: 1.047 -3.980 -5.300  0.104
H: -0.997 -2.076 -5.447  0.075

Atoms 1-3, force components in eV/Å:
C -1.190 0.231 0.842
C 1.719 -1.303 -3.379
C -0.503 0.931 0.602

no.,highest occupied orbital energy (hartree)
1,-0.3861
2,-0.4208